DFT (wB97M-V/def2-TZVPD) results for a structure of composition C46H65BrInN2O2PS3Sb2Te at a distorted geometry.

XYZ file:
```
124
Properties=species:S:1:pos:R:3:forces:R:3
In -0.4106 -0.0254 -0.2684 -1.0 -0.2 -0.2
C 1.7296 3.5114 3.3306 0.1 0.0 0.0
C 3.0837 3.5503 2.6131 -0.1 0.0 -0.1
C 3.2771 4.8553 1.8435 0.1 -0.1 0.1
C 3.2865 2.3063 1.7645 0.1 0.1 0.1
C 3.2174 2.2963 0.3797 -0.1 0.1 0.0
C 3.5377 1.1637 -0.3665 0.0 -0.1 0.1
C 3.5450 1.2658 -1.8797 0.0 0.1 0.0
C 2.2743 1.9112 -2.4311 -0.1 0.0 0.0
C 4.7902 2.0180 -2.3585 0.0 0.0 0.0
C 3.9553 -0.0051 0.2907 0.0 0.1 -0.1
C 3.9928 -0.0204 1.6976 0.1 0.0 0.0
C 3.6309 1.1221 2.3998 0.0 0.0 0.0
C 4.5353 -1.1918 2.5017 0.0 0.1 0.1
C 3.5704 -1.6085 3.6193 0.0 0.0 0.0
C 5.9089 -0.8525 3.0979 0.0 -0.1 -0.1
C 4.6573 -1.0953 -0.4800 0.0 -0.1 0.0
C 6.0544 -1.0015 -0.3994 0.0 0.0 0.0
C 6.8944 -1.9019 -1.0267 0.0 0.0 0.0
C 6.3404 -2.9470 -1.7477 0.0 0.0 0.0
C 4.9636 -3.0523 -1.8393 0.0 0.0 0.0
C 4.0870 -2.1400 -1.2392 0.0 0.2 0.1
P 2.2539 -2.2727 -1.5534 0.2 -0.3 0.1
C 1.8099 -3.7910 -0.5064 0.0 0.2 0.0
C 2.7621 -4.9844 -0.5693 -0.1 -0.1 0.0
C 0.3877 -4.2340 -0.8567 -0.1 0.0 0.0
C 1.8031 -3.2649 0.9331 0.0 0.0 0.0
C 2.1402 -2.7729 -3.3866 0.0 0.0 0.1
C 2.4325 -4.2212 -3.7931 0.0 0.0 0.0
C 3.0332 -1.8214 -4.1896 0.1 0.0 0.0
C 0.6863 -2.4710 -3.7642 -0.1 0.0 -0.1
H 1.5984 4.3960 3.9613 0.0 0.0 0.0
H 0.9069 3.4632 2.6111 0.0 0.1 0.0
H 1.6561 2.6246 3.9631 0.1 0.2 -0.2
H 3.8625 3.5230 3.3818 0.0 0.0 0.0
H 2.4920 5.0076 1.1033 -0.1 0.0 0.0
H 4.2376 4.8644 1.3225 0.0 0.0 0.0
H 3.2571 5.7006 2.5354 0.0 0.0 0.0
H 2.9517 3.2049 -0.1531 0.0 -0.1 0.1
H 3.5990 0.2562 -2.2781 0.0 -0.1 0.0
H 2.2355 2.9839 -2.2132 0.0 -0.1 0.0
H 1.3809 1.4412 -2.0075 0.1 0.1 -0.1
H 2.2336 1.7974 -3.5181 0.0 0.0 0.0
H 4.8215 3.0234 -1.9281 0.0 0.0 0.0
H 4.7891 2.1092 -3.4485 0.0 0.0 0.0
H 5.7000 1.4913 -2.0616 0.0 0.0 0.0
H 3.6884 1.1131 3.4869 0.0 0.0 -0.1
H 4.6866 -2.0317 1.8263 -0.1 -0.1 -0.1
H 3.6216 -0.9075 4.4592 0.0 -0.1 -0.1
H 3.8220 -2.6026 3.9990 0.0 0.1 0.0
H 2.5394 -1.6286 3.2648 0.0 -0.1 0.0
H 5.8356 0.0014 3.7769 0.0 0.0 0.0
H 6.6267 -0.6035 2.3118 0.0 0.0 0.1
H 6.2993 -1.7064 3.6598 0.0 0.1 0.0
H 6.4784 -0.1838 0.1721 0.0 0.0 -0.1
H 7.9707 -1.7881 -0.9562 -0.1 0.0 0.0
H 6.9724 -3.6710 -2.2477 0.0 0.0 0.0
H 4.5510 -3.8741 -2.4046 0.1 0.1 0.1
H 2.7989 -5.4344 -1.5633 0.0 0.0 0.1
H 2.3947 -5.7505 0.1245 0.0 0.0 0.0
H 3.7752 -4.7191 -0.2628 0.0 0.0 0.0
H 0.3223 -4.7265 -1.8279 0.0 0.0 0.1
H -0.3178 -3.4013 -0.8619 -0.1 0.0 0.0
H 0.0350 -4.9453 -0.1008 0.0 0.0 -0.1
H 1.4277 -4.0386 1.6131 0.0 0.0 -0.1
H 1.1541 -2.3896 1.0310 0.0 0.0 0.0
H 2.8103 -2.9930 1.2489 0.0 0.1 0.1
H 3.4588 -4.5397 -3.6060 -0.2 0.0 -0.1
H 2.2658 -4.3059 -4.8724 0.0 0.0 0.0
H 1.7512 -4.9196 -3.3051 0.1 0.0 -0.1
H 4.0945 -1.9340 -3.9533 -0.1 0.0 -0.1
H 2.7429 -0.7821 -4.0135 0.0 0.0 0.0
H 2.8993 -2.0221 -5.2580 0.0 0.0 0.0
H -0.0372 -3.0380 -3.1805 -0.1 0.0 0.0
H 0.5114 -2.7157 -4.8188 0.1 0.0 0.1
H 0.4593 -1.4163 -3.6287 -0.1 0.1 0.0
S -3.1332 -3.5295 -2.4513 0.1 0.2 0.2
Sb -4.0126 -2.0341 -0.9763 0.0 -0.1 -0.2
S -2.3425 -1.5707 0.7526 0.6 0.5 -0.1
S -3.9664 0.2644 -2.0894 0.0 0.1 0.1
C -0.2425 4.5736 -0.7983 0.2 -0.1 -0.2
O -0.8053 3.5306 -0.0297 0.3 0.0 -0.1
C -1.7501 3.8989 0.8620 -0.2 -0.1 0.0
C -1.8064 5.1362 1.4661 0.0 0.1 0.1
C -2.8565 5.3969 2.3393 0.0 0.1 0.1
Br -2.9222 7.0965 3.1931 0.0 0.0 0.0
C -3.8360 4.4749 2.5964 -0.1 0.0 0.0
C -3.7923 3.2197 1.9704 0.2 -0.1 0.0
C -2.7391 2.9302 1.1062 -0.2 -0.1 -0.1
O -2.5897 1.7797 0.3998 -0.1 0.1 0.6
C -4.9104 2.2988 2.2374 -0.1 0.2 0.0
N -6.0948 2.7296 2.5995 0.0 0.0 0.1
C -6.8511 1.5896 2.7934 0.1 -0.1 0.0
C -8.1839 1.4542 3.1847 0.0 0.0 0.0
C -8.6947 0.1765 3.3093 0.0 0.0 0.0
C -7.9011 -0.9553 3.0533 0.0 0.0 0.0
C -6.5819 -0.8395 2.6606 0.1 -0.1 -0.1
C -6.0739 0.4506 2.5284 -0.3 0.0 0.1
N -4.8389 0.9358 2.1678 0.4 -0.5 -0.3
H -1.0214 5.1224 -1.3332 0.0 0.0 0.0
H 0.4221 4.0937 -1.5139 -0.1 0.0 0.0
H 0.3271 5.2708 -0.1829 0.1 0.0 0.0
H -1.0683 5.9009 1.2630 -0.1 -0.1 0.0
H -4.6569 4.6951 3.2637 0.0 0.0 0.0
H -3.4295 1.3334 0.1901 0.1 0.0 -0.2
H -8.7842 2.3365 3.3767 0.0 -0.1 0.0
H -9.7271 0.0367 3.6075 0.0 0.0 0.0
H -8.3346 -1.9413 3.1668 0.0 0.0 0.0
H -5.9750 -1.7124 2.4544 0.0 0.0 0.0
H -4.0287 0.3504 1.9396 -0.3 0.3 0.0
Te -1.8007 0.9373 -2.7849 0.3 -0.4 0.2
C -2.2834 0.4820 4.1769 0.0 0.0 -0.1
Sb -0.2689 0.2260 3.4704 -0.2 -0.1 0.2
C -0.1938 -1.8549 4.0581 0.1 0.0 -0.1
C 0.5581 0.9662 5.3374 0.1 0.0 0.0
H -2.3206 0.2523 5.2427 0.0 0.0 0.0
H -2.9208 -0.2141 3.6305 0.1 0.0 0.1
H -2.6305 1.5018 4.0075 0.0 0.0 0.0
H 0.3915 -1.9569 4.9740 0.0 0.0 0.0
H 0.2534 -2.4609 3.2682 -0.1 0.1 0.1
H -1.2138 -2.2033 4.2241 0.1 0.0 0.0
H 0.0984 0.4353 6.1740 0.0 0.0 -0.1
H 0.3545 2.0354 5.4351 0.0 -0.2 0.0
H 1.6412 0.8123 5.3643 -0.1 0.0 0.0
```
Forces are in eV/Å.

Summary:
Spin multiplicity = 2
Charge = -1
E = -7100.59885 Ha
HOMO level (spin up / spin down) = -4.16 / -4.32 eV
Strongest force on any atom = 1.01 eV/Å
Relative energy (zero: lowest compared OMol25 entry of this formula, charge and spin) = 47.51 kJ/mol
<S²> = 0.770

Löwdin atomic charge list, values in e, 5 entries: 0.17, -0.06, -0.37, -0.07, -0.17